# 1
Below is a molecular structure, C24H17BiClN6O6S2, with properties calculated with the ωB97M-V functional and the def2-TZVPD basis.

Values from the calculation:
HOMO-LUMO gap (hartree): 0.2999
E_LUMO (eV): -3.848
Total charge: +1
Relative energy (zero: lowest compared OMol25 entry of this formula, charge and spin) (kcal per mole): 0.0

The geometry in XYZ format:
```
57
Properties=species:S:1:pos:R:3:forces:R:3
Bi -1.82353 0.59567 0.84935 -0.0251 -0.1606 0.1425
S 3.53090 0.88153 6.50308 0.1876 0.0298 0.1875
N 1.93576 0.72848 6.62635 -0.0080 -0.0191 0.0685
C 1.46350 0.69950 5.39439 0.0539 -0.0085 -0.2687
C 0.07391 0.55229 5.01815 -0.0038 -0.0045 -0.0495
C -0.96936 0.39256 5.93232 0.0829 0.0317 0.0662
C -2.25430 0.23870 5.46786 -0.0445 0.0203 0.0258
C -2.47608 0.25312 4.09598 -0.0169 -0.0599 -0.0999
N -1.48858 0.40350 3.22984 0.1404 -0.0814 0.0168
C -0.23093 0.55250 3.65839 -0.1158 -0.0469 0.0988
C 0.80148 0.70227 2.63668 0.0783 0.0093 -0.1788
N 0.42069 0.74741 1.34102 0.2290 -0.0879 0.1881
C 1.34130 0.88999 0.39004 -0.1614 0.0607 0.0353
C 2.69453 0.96664 0.67386 0.0812 0.0228 -0.0188
C 3.10409 0.93237 1.98713 0.0249 0.0224 -0.0022
C 2.14644 0.80987 2.99100 -0.0479 -0.0084 0.0116
C 2.47428 0.80854 4.40245 -0.2443 -0.0222 0.0372
N 3.69059 0.91587 4.90384 0.0669 0.0047 0.0029
H -0.74113 0.39196 6.99073 -0.0353 -0.0120 -0.0182
H -3.08607 0.10474 6.14358 0.0003 0.0122 0.0002
H -3.47161 0.12358 3.68721 0.0381 0.0000 0.0253
H 0.98236 0.96397 -0.62558 -0.0119 -0.0389 0.0016
H 3.40413 1.06683 -0.13515 -0.0337 0.0206 0.0124
H 4.14898 1.01079 2.25882 -0.0165 -0.0014 0.0001
C -0.32539 -3.54120 1.37914 -0.0068 0.0907 -0.0567
C -1.27303 -2.37296 1.50723 -0.1806 -0.0432 -0.0520
O -2.08639 -2.27564 2.40169 -0.0110 0.1316 -0.0213
O -1.14162 -1.45661 0.55347 0.1021 0.2704 0.0059
H -0.89235 -4.47009 1.34703 -0.0261 0.0255 0.0233
H 0.30753 -3.57412 2.26699 -0.0308 -0.0035 -0.0084
H 0.29528 -3.45081 0.49176 0.0027 -0.0448 0.0203
S -0.50611 0.85204 -5.98355 -0.0280 -0.0320 -0.0361
C -0.77548 0.69599 -4.26836 -0.0100 -0.0673 0.0570
C -1.15950 1.84874 -3.57499 -0.0397 0.0549 -0.0624
C -1.37563 1.79027 -2.22084 0.0545 -0.1386 0.1130
N -1.22841 0.65102 -1.50939 0.0956 -0.0829 -0.2536
C -0.87669 -0.46587 -2.17824 -0.0434 0.1707 0.0929
C -0.64360 -0.48460 -3.53407 0.0345 0.0029 -0.0705
C 0.05234 -0.77869 -6.43744 -0.0243 0.1841 0.0925
C -0.85300 -1.77419 -6.76733 -0.0097 -0.0680 -0.0229
C -0.34477 -3.01784 -7.12074 0.0899 -0.0084 -0.0087
N 0.95744 -3.29112 -7.16689 -0.0175 0.0375 0.0175
C 1.81185 -2.31667 -6.86479 -0.0728 -0.0477 -0.0133
C 1.41189 -1.03928 -6.49171 0.0299 -0.1010 -0.0182
H -1.28583 2.78965 -4.09512 0.0071 -0.0080 0.0391
H -1.64665 2.67684 -1.66509 -0.0267 -0.0004 -0.0094
H -0.77803 -1.36078 -1.57983 0.0004 0.0020 -0.0181
H -0.36206 -1.41267 -4.01085 0.0048 0.0053 0.0240
H -1.91999 -1.59410 -6.75423 0.0266 0.0127 0.0056
H -1.01423 -3.83033 -7.38145 0.0105 0.0337 0.0054
H 2.86523 -2.56763 -6.92293 -0.0225 0.0174 0.0023
H 2.13854 -0.27386 -6.25494 -0.0085 -0.0098 -0.0076
O -1.33013 5.05043 1.44419 0.0099 -0.0864 0.0210
Cl -0.99561 3.70549 1.71570 -0.1140 0.1518 0.0407
O -1.06890 2.93207 0.42794 0.0181 -0.1733 -0.0677
O 0.32788 3.56290 2.23849 -0.0835 0.0030 -0.0406
O -1.95591 3.06095 2.58779 0.0508 0.0385 -0.0772
```
Positions in Å, forces in eV/Å.


# 2
Below is a molecular structure, C24H17BrNO5PPtS, with properties calculated with the ωB97M-V functional and the def2-TZVPD basis.

Values from the calculation:
HOMO-LUMO gap (spin up / spin down) (hartree): 0.2846 / 0.2846
E_LUMO (spin up / spin down) (eV): -0.392 / -0.393
Relative energy (zero: lowest compared OMol25 entry of this formula, charge and spin) (kcal per mole): 11.2

The geometry in XYZ format:
```
51
Properties=species:S:1:pos:R:3:forces:R:3
Pt -0.28482 -2.12128 0.11690 0.3195 0.8780 -0.4745
Br 1.43597 -3.47412 -2.93449 -0.0252 0.0114 0.0428
C 2.45010 -3.00788 -1.42011 0.0915 -0.0537 -0.0883
C 3.83097 -2.92249 -1.53556 -0.0218 0.0248 0.0247
C 4.56312 -2.60211 -0.40733 0.0211 -0.0145 -0.0626
C 3.89900 -2.37973 0.78798 -0.1143 0.0262 0.0863
C 2.52224 -2.47335 0.80539 0.0834 0.0970 0.0327
N 1.80716 -2.78688 -0.28572 -0.0858 -0.5734 -0.0614
C 1.74744 -2.19791 2.08324 0.1267 -0.2003 0.0152
O 2.35343 -2.01334 3.11298 -0.0747 0.0336 0.0275
O 0.44717 -2.22220 1.96954 0.2106 0.2787 -0.2050
H 4.29792 -3.11132 -2.49022 0.0176 0.0039 0.0039
H 5.64090 -2.52656 -0.46378 0.0003 -0.0040 0.0022
H 4.40162 -2.12571 1.70969 0.0219 -0.0016 -0.0086
O -1.26984 -2.17038 -1.74176 0.2462 -0.0956 0.4364
S -2.74734 -1.99323 -1.41530 -0.5732 -0.7968 0.7106
O -3.61552 -2.67638 -2.32388 0.3316 0.2653 -0.5536
O -2.96282 -2.28832 -0.01483 -0.2746 0.0440 0.0817
C -2.96307 -0.25564 -1.60322 0.0015 0.1607 -0.1735
C -3.95518 0.19666 -2.45735 0.0237 0.1414 0.0387
C -4.10899 1.56112 -2.66424 -0.0818 -0.1233 -0.0424
C -3.25709 2.45505 -2.04121 0.0658 0.0545 0.0487
C -2.26167 1.99099 -1.19353 0.0622 0.0214 0.0398
C -2.11079 0.63085 -0.94265 0.0584 0.0565 0.0205
P -0.80146 0.07622 0.21885 -0.4056 -0.1973 -0.1661
C 0.68592 0.88438 -0.43811 0.0641 0.0106 0.2151
C 1.62505 1.49421 0.38946 0.0068 -0.0422 -0.0570
C 2.82520 1.95221 -0.14242 -0.0401 -0.0075 0.0269
C 3.09243 1.79564 -1.49262 0.0109 0.0030 -0.0095
C 2.16260 1.17288 -2.31751 0.0196 -0.0051 -0.0295
C 0.96777 0.71291 -1.79392 -0.0536 0.0146 -0.0565
C -1.19789 0.80718 1.81606 0.0146 0.0213 0.0885
C -1.57701 -0.05758 2.83835 -0.0418 0.0106 0.0137
C -1.93083 0.45356 4.08012 -0.0007 -0.0360 -0.0141
C -1.90404 1.81923 4.30278 -0.0006 0.0458 0.0094
C -1.52181 2.68786 3.28631 -0.0070 -0.0253 0.0008
C -1.16937 2.18526 2.04697 0.0416 -0.0357 -0.0107
H -4.58644 -0.52716 -2.95296 0.0074 -0.0126 -0.0113
H -4.88666 1.92196 -3.32444 0.0024 -0.0101 -0.0050
H -3.36087 3.51764 -2.21710 0.0110 0.0034 0.0123
H -1.58617 2.69998 -0.73176 -0.0281 0.0046 -0.0273
H 1.43221 1.60067 1.44816 -0.0180 0.0027 0.0517
H 3.55072 2.42763 0.50450 -0.0010 0.0003 0.0074
H 4.02675 2.15383 -1.90513 0.0019 -0.0003 0.0009
H 2.37330 1.03954 -3.37083 -0.0038 0.0001 0.0025
H 0.25383 0.20568 -2.43398 -0.0011 -0.0003 -0.0026
H -1.58342 -1.12468 2.66238 -0.0214 0.0244 0.0108
H -2.21981 -0.22203 4.87379 -0.0027 -0.0059 -0.0044
H -2.17636 2.21427 5.27295 -0.0001 -0.0005 0.0022
H -1.49609 3.75506 3.46237 0.0014 0.0045 0.0015
H -0.85747 2.86781 1.26720 0.0130 -0.0013 0.0086
```
Positions in Å, forces in eV/Å.


# 3
Below is a molecular structure, C24H17Cl2N5O2RuSe, with properties calculated with the ωB97M-V functional and the def2-TZVPD basis.

Values from the calculation:
HOMO-LUMO gap (spin up / spin down) (hartree): 0.2294 / 0.2309
E_LUMO (spin up / spin down) (eV): -1.062 / -1.015
Relative energy (zero: lowest compared OMol25 entry of this formula, charge and spin) (kcal per mole): 0.0

The geometry in XYZ format:
```
52
Properties=species:S:1:pos:R:3:forces:R:3
Ru 0.73096 -0.04882 -0.16940 0.4871 -0.0687 -0.2109
O -2.72452 -2.84554 2.94945 0.0023 0.0016 0.0124
C -1.97482 -2.19972 3.88082 -0.0187 -0.0110 -0.0112
C -2.14542 -2.45435 5.23836 -0.0008 -0.0014 0.0075
C -1.35299 -1.82079 6.17906 0.0027 0.0026 -0.0034
C -0.36672 -0.93047 5.77807 -0.0053 -0.0028 -0.0126
C -0.19172 -0.68429 4.42835 0.0060 -0.0033 0.0139
C -0.99348 -1.29580 3.46637 0.0024 0.0263 -0.0148
C -0.74979 -0.93627 2.04948 0.0360 -0.0476 0.0627
O 0.47784 -0.72818 1.72536 -0.0153 0.0890 0.0897
N -1.77529 -0.82718 1.22718 0.0337 0.0467 -0.1007
N -1.29588 -0.43180 0.01593 -0.1976 -0.2658 0.0338
C -2.05979 -0.32282 -1.00475 0.0508 0.0480 -0.0585
C -1.37942 0.16082 -2.19873 0.0025 -0.0262 0.0089
C -2.02709 0.44422 -3.39169 -0.0096 0.0111 0.0104
C -1.29448 0.92388 -4.46088 0.0149 0.0178 -0.0002
C 0.07076 1.11553 -4.31216 -0.0076 -0.0071 0.0077
C 0.65742 0.82410 -3.09514 -0.0010 0.0245 0.0170
N -0.04459 0.35000 -2.06284 0.0391 -0.0137 -0.0459
H -3.32443 -3.44859 3.40065 0.0012 0.0013 -0.0027
H -2.90629 -3.16119 5.55173 -0.0003 0.0001 0.0004
H -1.50605 -2.02951 7.23004 0.0000 -0.0006 0.0014
H 0.25688 -0.43403 6.50831 0.0014 0.0010 0.0016
H 0.57005 0.00327 4.08656 0.0002 0.0017 -0.0011
H -3.12039 -0.53973 -0.96995 -0.0084 0.0299 0.0128
H -3.09721 0.30603 -3.45735 0.0005 -0.0073 -0.0035
H -1.78488 1.15920 -5.39580 -0.0014 0.0009 -0.0006
H 0.68066 1.49672 -5.11813 0.0001 0.0038 -0.0017
H 1.71059 0.98578 -2.91119 0.0000 -0.0062 -0.0088
Cl 5.27485 1.40942 -0.58062 0.0021 0.0445 0.0104
C 4.80144 -0.22747 -0.82778 -0.0569 -0.0608 -0.0065
C 5.77762 -1.16415 -1.12171 -0.0343 0.0077 0.0031
C 5.42500 -2.48822 -1.33194 -0.0128 -0.0355 -0.0014
C 4.09860 -2.88797 -1.24869 0.0563 0.0019 -0.0096
C 3.15128 -1.93524 -0.94462 0.0696 0.0378 -0.0221
Cl 1.48160 -2.40722 -0.83208 -0.1146 0.1814 0.0791
C 3.43659 -0.57836 -0.71936 0.2525 -0.1036 -0.0474
N 2.49745 0.38286 -0.40761 -0.6323 -0.0838 0.0500
H 6.80955 -0.84988 -1.18625 0.0008 0.0045 0.0010
H 6.19027 -3.21685 -1.56305 -0.0019 -0.0004 -0.0024
H 3.81058 -3.91690 -1.41153 -0.0064 -0.0030 0.0006
Se 0.32509 2.24615 0.56213 0.0560 0.2331 0.1277
C -1.13542 2.84601 -0.53098 0.0372 0.0006 0.0064
C -0.90398 3.57051 -1.69705 0.0315 -0.0277 0.0105
C -1.98036 3.96668 -2.47516 -0.0398 -0.0093 -0.0095
N -3.25161 3.70391 -2.17358 0.0211 0.0165 0.0011
C -3.46958 3.04762 -1.03520 0.0065 -0.0100 0.0096
C -2.46176 2.60701 -0.18844 -0.0419 -0.0354 -0.0031
H 0.10757 3.81794 -1.99268 -0.0023 -0.0187 -0.0087
H -1.81220 4.52026 -3.39367 -0.0014 0.0027 -0.0013
H -4.50871 2.85723 -0.78588 -0.0025 -0.0010 0.0019
H -2.70380 2.06618 0.71805 -0.0016 0.0139 0.0070
```
Positions in Å, forces in eV/Å.


# 4
Below is a molecular structure, C24H17CoFN2O5, with properties calculated with the ωB97M-V functional and the def2-TZVPD basis.

Values from the calculation:
HOMO-LUMO gap (spin up / spin down) (hartree): 0.3102 / 0.2442
E_LUMO (spin up / spin down) (eV): -3.678 / -5.461
Total charge: +1
2S+1: 5

The geometry in XYZ format:
```
50
Properties=species:S:1:pos:R:3:forces:R:3
Co -0.13979 -0.16734 -0.19846 -0.0452 0.0826 0.1283
O 1.79351 -3.48050 0.31387 0.0986 -0.1939 -0.0507
C 1.02780 -2.57292 0.37185 -0.0837 0.3640 -0.0599
O 0.91625 -1.58971 -0.53093 0.1805 -0.1862 -0.0561
C 0.05737 -2.38005 1.51329 -0.0680 0.0531 -0.0013
C -0.09525 -3.32002 2.53078 0.0430 -0.0798 0.0484
C -1.00418 -3.05424 3.51695 -0.0341 -0.0097 0.0444
C -1.75257 -1.85710 3.49503 0.0157 -0.0713 0.0592
C -2.70566 -1.53104 4.48983 -0.0214 -0.0346 0.0537
C -3.40081 -0.36133 4.42064 -0.0154 0.0490 -0.0341
C -3.17694 0.54075 3.35372 -0.0269 -0.0173 0.0599
C -2.26562 0.25764 2.38005 0.0383 0.0130 -0.0678
C -1.53918 -0.95008 2.43656 0.1019 0.0110 -0.0912
N -0.62600 -1.25196 1.46544 -0.1544 0.1622 -0.0170
H 0.50517 -4.21794 2.50242 -0.0116 0.0041 0.0044
H -1.16177 -3.75857 4.32495 0.0015 0.0149 -0.0082
H -2.87237 -2.22708 5.30255 0.0111 0.0057 -0.0198
H -4.13079 -0.11681 5.18006 0.0080 0.0008 -0.0057
H -3.73937 1.46397 3.31135 -0.0004 -0.0120 0.0037
H -2.09518 0.93964 1.55567 -0.0233 0.0024 0.0087
C -2.32736 6.67687 -1.70007 -0.0142 -0.0158 -0.0250
C -0.81877 6.60765 -1.52101 -0.0022 -0.0073 0.0133
C -0.33699 7.66209 -0.54158 -0.0057 -0.0118 0.0614
C 1.16238 7.56550 -0.32891 -0.0034 -0.0667 0.0060
C 1.51416 6.19046 0.16802 -0.0441 0.1187 -0.0444
C 2.59842 5.97998 0.98329 0.0271 0.0666 0.0057
C 2.91251 4.69649 1.42961 0.0649 0.0664 0.0268
F 3.98021 4.54577 2.21594 -0.0205 0.0124 -0.0048
C 2.16791 3.61130 1.08447 -0.0634 -0.1187 0.0044
C 1.05448 3.80103 0.25146 0.0206 -0.0003 0.0175
C 0.27293 2.65928 -0.15726 0.0490 -0.0677 0.1578
O 0.58754 1.50950 0.33030 0.1058 0.0078 -0.0048
C -0.77466 2.88836 -1.05410 0.1255 -0.1290 -0.1370
C -1.05308 4.18206 -1.45082 -0.0211 0.0559 -0.0525
N -0.38744 5.24866 -1.04293 0.0188 -0.0280 0.0538
C 0.71995 5.08602 -0.20203 -0.0309 0.0602 -0.1085
C -1.64477 1.82521 -1.63927 -0.2006 -0.1113 0.5270
O -2.49806 2.06707 -2.44298 -0.0276 0.0301 -0.2089
O -1.46225 0.60728 -1.12085 -0.0884 -0.0727 -0.3152
H -2.59688 7.71170 -1.90560 -0.0072 -0.0010 -0.0023
H -2.83975 6.36512 -0.78777 -0.0012 0.0210 -0.0171
H -2.69470 6.08056 -2.53416 0.0028 0.0611 0.0215
H -0.32558 6.76573 -2.48241 0.0551 -0.0206 -0.0274
H -0.86207 7.53663 0.41045 -0.0075 0.0237 -0.0137
H -0.60923 8.63830 -0.93992 -0.0074 0.0091 -0.0001
H 1.50812 8.31527 0.38178 -0.0021 -0.0116 0.0006
H 1.68137 7.75758 -1.27280 0.0169 0.0049 0.0033
H 3.22350 6.81168 1.28567 -0.0055 -0.0379 0.0054
H 2.42368 2.62155 1.43263 0.0058 0.0152 -0.0051
H -1.87523 4.32614 -2.13800 0.0463 -0.0109 0.0632
```
Positions in Å, forces in eV/Å.


# 5
Below is a molecular structure, C24H17F3O6V, with properties calculated with the ωB97M-V functional and the def2-TZVPD basis.

Values from the calculation:
HOMO-LUMO gap (hartree): 0.0820
E_LUMO (eV): -1.373
Total charge: -1
Relative energy (zero: lowest compared OMol25 entry of this formula, charge and spin) (kcal per mole): 191.7

The geometry in XYZ format:
```
51
Properties=species:S:1:pos:R:3:forces:R:3
O 0.63338 -0.24712 -2.60356 0.4887 -0.0465 0.6004
V 0.96003 -0.39278 -1.05317 -0.4185 -0.3668 -0.0601
O 2.45769 -0.84929 -0.76144 -0.5038 0.2613 -0.3591
C -5.39202 -0.79754 1.67377 -1.2197 -1.3395 0.6360
C -6.39702 -1.81640 1.89869 -0.2265 -0.4672 -1.1464
C -6.04873 -3.33099 1.41621 -1.4033 0.3189 1.9331
O -6.94874 -4.15590 1.57454 0.4167 0.3608 -0.5580
C -4.71542 -3.64999 1.06368 -1.8694 0.4558 -0.1743
C -3.79073 -2.63604 0.96405 3.5185 -1.2587 -1.1148
C -4.13103 -1.18110 1.31447 3.6603 2.8963 -1.0273
O -3.23652 -0.22310 1.20989 -1.3818 -2.9590 0.0355
O -2.65080 -3.03912 0.51802 -1.2761 2.1965 0.7732
O -7.52957 -1.60445 2.29542 0.2594 0.0072 0.1940
H -5.54767 0.25335 1.86821 -0.2619 -0.0293 0.0599
H -4.49568 -4.64148 0.69617 0.2191 -0.0319 0.2134
F 1.56677 -2.34781 4.86500 0.2535 -0.5554 0.8546
C 1.76263 -3.20252 5.92276 -0.1457 -0.2599 -1.2013
C 1.46005 -2.77445 7.19111 0.3572 -0.0418 0.2539
C 1.63001 -3.66418 8.25296 0.4406 -0.5910 -0.6140
C 2.09569 -4.97927 8.00668 -0.5376 1.9921 0.4164
C 2.32621 -5.36519 6.69384 -0.0575 -1.0067 0.9792
C 2.17416 -4.50750 5.63695 -0.6481 1.0236 -0.2538
H 1.16574 -1.74577 7.33803 -0.1871 -0.0100 0.0628
H 1.40147 -3.29557 9.24206 0.0800 -0.2225 0.1773
H 2.27816 -5.62030 8.85650 -0.1066 -0.2770 -0.1572
H 2.53393 -6.41850 6.57637 0.3242 -0.0252 -0.5102
H 2.23547 -4.81943 4.60480 0.2308 -0.0181 -0.0094
F -1.19783 1.52390 -9.77804 -0.2859 0.1532 -0.3549
C -2.41213 2.08372 -9.95961 -0.9525 -0.0015 0.4935
C -3.04646 2.10836 -11.16389 -0.3213 -0.3068 -1.7541
C -4.33440 2.64528 -11.32728 -0.4812 -0.1382 1.9915
C -5.01498 3.11489 -10.17404 0.8907 -0.3646 0.0540
C -4.34654 3.13524 -8.93851 0.3638 -0.0706 -1.1903
C -3.08223 2.57455 -8.86671 0.9200 0.4516 1.1352
H -2.58062 1.60065 -11.99552 0.1663 0.1925 -0.2539
H -4.85899 2.59613 -12.27004 0.1790 -0.0388 -0.1043
H -6.06128 3.37544 -10.11261 -0.0429 0.3488 -0.7166
H -4.77119 3.67626 -8.10583 -0.1452 -0.4401 0.2418
H -2.49049 2.52462 -7.96463 -0.2885 0.2119 0.4573
F 3.96813 3.47053 1.38588 -0.0441 0.2513 -0.3112
C 5.24350 3.68714 1.73999 0.4366 -0.4504 1.0254
C 5.67935 3.10539 2.91452 1.2422 -0.6951 0.2830
C 7.03439 3.23239 3.28199 -0.4280 0.7060 -0.6768
C 7.88733 4.03428 2.51292 -0.3646 -0.0530 -0.1227
C 7.42552 4.60946 1.33274 -0.6791 0.2073 0.5195
C 6.09311 4.43515 0.96497 -0.3062 0.0009 -0.6891
H 5.03733 2.42861 3.45873 -0.1910 0.1547 0.0991
H 7.44144 2.74792 4.15720 -0.2380 -0.0694 0.1266
H 8.89807 4.24821 2.82761 0.1042 -0.2343 0.0718
H 8.04460 5.28711 0.76359 0.1423 -0.1642 -0.1402
H 5.64689 4.80723 0.05456 0.3183 0.3431 -0.1882
```
Positions in Å, forces in eV/Å.